C7H23AgBrNO4 as an isolated structure at a distorted geometry, computed with ωB97M-V/def2-TZVPD.

```
37
C7H23AgBrNO4, DFT ωB97M-V/def2-TZVPD
Ag 7.38 16.71 13.56
Br 7.86 13.99 13.62
C 8.94 8.67 14.32
C 8.89 10.18 14.24
C 10.28 10.84 14.16
O 8.18 10.53 13.04
H 9.59 8.28 13.53
H 7.97 8.17 14.29
H 9.32 8.37 15.29
H 8.29 10.56 15.08
H 10.18 11.89 14.46
H 10.73 10.69 13.18
H 10.94 10.32 14.85
H 8.05 11.49 13.03
O 10.88 13.72 12.17
H 10.66 12.86 11.82
H 10.10 14.00 12.65
O 7.54 13.64 10.21
H 7.23 13.79 11.11
H 6.87 13.08 9.81
C 6.92 12.85 17.60
C 5.96 11.81 17.02
C 4.81 11.46 17.98
O 4.20 12.66 18.40
C 2.93 12.44 18.96
N 5.47 12.33 15.74
H 6.44 13.81 17.81
H 7.71 13.07 16.88
H 7.52 12.46 18.42
H 6.66 10.99 16.85
H 5.15 10.91 18.86
H 4.14 10.75 17.49
H 2.56 13.44 19.18
H 3.08 11.91 19.90
H 2.28 11.95 18.23
H 4.89 13.15 15.91
H 6.21 12.62 15.11
```

Computed properties:
**⟨S²⟩**: 0.754
**Net charge**: +1
**Energy above the lowest of the compared OMol25 structures with the same formula, charge and spin**: 0.00 kJ/mol
**Total energy**: -91344.31750 eV
**Molecular weight**: 373.04 u
**LUMO level (alpha / beta)**: -5.18 / -8.11 eV
**2S+1**: 2